(1)
A 3-piece molecular cluster, C29H60N3O2 overall in a non-equilibrium geometry. Source: the OMol25 dataset; level of theory: ωB97M-V with the def2-TZVPD basis set.

The gap between HOMO and LUMO is 2.70 eV. The net charge is -1. For the HOMO energy, the calculation gives -1.076 eV. The value obtained for the electronic energy is -39607.5455 eV. The lowest unoccupied orbital energy is 1.628 eV. Its molecular weight is 482.8 g mol⁻¹.

Each line ends with the Mulliken charge.
Atoms and positions in Å:
H (-0.884, 0.620, -6.203)  0.468
H (0.902, -1.863, 2.389)  0.164
C (-2.250, -2.384, -1.977)  -0.833
C (5.295, -2.255, 9.645)  -1.418
H (0.253, -2.066, -1.113)  0.251
C (-1.405, 1.583, -6.026)  -1.010
H (6.467, -3.656, 7.458)  0.265
H (-1.531, 7.131, -6.066)  0.369
H (-3.995, -1.347, -3.616)  0.423
C (-3.131, 0.256, -4.744)  -1.024
H (-5.001, 4.421, -5.030)  0.356
H (-2.640, 2.388, -4.462)  0.149
C (-4.777, 6.587, -4.701)  0.708
H (0.377, 2.537, -6.764)  0.278
H (-4.856, 8.704, -5.418)  0.409
H (-0.982, 4.047, -7.705)  0.444
N (0.847, -4.164, 3.308)  -0.445
C (-2.103, 1.439, -4.642)  0.082
N (3.898, -1.414, 7.838)  -0.723
C (5.823, -4.538, 7.458)  -0.828
H (3.428, -4.091, 2.820)  0.341
H (-3.705, 0.124, -2.627)  0.226
H (4.123, -6.784, 3.878)  0.252
H (1.026, -4.849, 2.577)  0.294
H (-4.084, 0.725, -5.036)  0.360
H (2.681, -3.907, 8.065)  0.341
C (-1.896, -2.042, -0.498)  -0.813
H (-1.766, -3.316, -2.302)  0.355
O (2.041, -6.758, 3.735)  -0.411
C (0.690, 0.321, 2.349)  -0.370
H (6.150, -5.182, 6.641)  0.256
H (5.478, -3.097, 10.316)  0.342
H (1.580, -3.762, 5.219)  0.309
H (-2.171, 4.154, -6.400)  -0.352
H (-6.465, 7.977, -5.104)  0.271
H (1.056, -6.059, 5.336)  0.402
H (6.143, -2.169, 8.966)  0.294
H (2.803, -5.960, 5.493)  0.346
H (3.171, -2.206, 9.624)  0.397
H (-5.790, 5.450, -6.222)  0.480
H (-2.393, -1.087, -0.274)  0.434
C (3.191, -3.771, 3.835)  -1.411
H (4.019, -4.059, 4.487)  0.240
C (-0.291, 5.329, -6.094)  -0.981
H (3.450, -6.177, 2.333)  0.230
C (3.729, -3.838, 8.369)  -0.839
H (-0.424, 6.968, -4.698)  0.133
H (0.585, 4.975, -5.524)  0.474
C (-4.861, 5.338, -5.617)  -1.470
H (1.122, 0.646, 3.294)  0.406
H (4.513, -1.721, 7.088)  0.325
H (-4.039, 5.271, -6.340)  0.191
C (-0.257, 0.426, 0.358)  -0.066
H (-0.054, -4.442, 3.687)  0.251
H (-1.299, -0.424, -2.479)  -0.058
C (1.971, -5.814, 4.790)  -0.690
H (-3.346, -2.519, -1.983)  0.391
H (-1.457, -1.569, -3.822)  0.295
H (3.145, -2.681, 3.817)  0.388
H (-0.738, 0.628, -0.599)  0.324
C (3.970, -2.417, 8.906)  0.354
C (0.566, -0.958, 1.867)  -0.299
C (-5.449, 7.776, -5.488)  -1.377
H (0.132, 5.824, -6.995)  0.274
H (3.877, -4.593, 9.153)  0.437
C (1.873, -4.348, 4.341)  0.222
H (2.972, -1.442, 7.420)  0.271
C (3.320, -6.896, 3.144)  -0.615
C (-3.321, 6.942, -4.201)  -1.075
C (-1.967, -1.176, -2.924)  0.098
H (-3.388, 7.230, -3.129)  0.349
C (-1.095, 4.094, -6.601)  0.181
N (-0.033, -0.887, 0.634)  0.268
H (-5.402, 6.419, -3.807)  0.270
C (-3.286, -0.520, -3.418)  -0.750
H (-5.519, 7.541, -6.565)  0.332
H (-1.838, 5.662, -3.372)  0.197
C (-1.146, 6.394, -5.338)  -0.607
C (0.146, 1.251, 1.376)  -0.935
H (-1.379, 1.275, -3.831)  0.010
H (3.382, -7.895, 2.710)  0.266
H (-3.028, 7.878, -4.733)  0.251
H (-2.186, 1.701, -6.796)  0.270
H (-0.136, -2.934, 0.393)  0.204
H (-2.765, -0.422, -5.533)  0.411
H (5.281, -1.346, 10.248)  0.362
H (0.006, 2.923, -5.062)  0.455
C (-2.242, 5.817, -4.395)  -0.468
O (4.477, -4.172, 7.213)  -0.159
H (-2.361, -2.799, 0.158)  0.383
C (-0.370, -2.039, -0.205)  -0.453
H (5.933, -5.085, 8.400)  0.353
C (-0.441, 2.793, -6.061)  -0.884
H (0.048, 2.330, 1.404)  0.429

Cartesian forces, eV/Å:
-0.073 0.424 -0.172
-0.480 0.216 -0.742
-0.277 1.034 0.808
0.026 0.024 0.232
-0.304 0.188 0.181
0.207 0.084 0.989
0.100 -0.067 0.153
-0.189 -0.445 0.173
0.106 0.360 0.278
0.712 1.037 0.897
0.594 0.112 -0.305
0.306 -0.311 0.270
-0.084 0.595 -0.554
-0.065 0.173 0.448
-0.232 -0.244 0.173
-0.168 -0.012 0.364
-0.124 -0.221 0.183
-0.787 -0.148 -1.110
-0.199 -0.201 -0.028
0.009 0.092 -0.284
-0.099 -0.061 0.008
0.036 -0.190 -0.272
-0.011 0.079 0.004
0.060 0.082 -0.032
0.178 -0.555 -0.079
0.035 0.007 -0.083
-0.129 -0.922 -0.747
-0.105 0.282 0.055
0.130 0.037 0.128
-0.099 1.353 0.023
-0.092 -0.025 -0.001
0.008 0.004 -0.017
-0.060 -0.087 0.028
0.414 0.099 0.487
0.305 -0.004 -0.297
-0.026 -0.049 -0.087
-0.061 -0.034 -0.060
0.105 0.090 -0.086
-0.066 -0.064 -0.069
0.256 -0.163 0.279
0.479 -0.153 0.088
0.195 0.175 0.099
-0.032 0.011 0.021
-0.565 0.373 -0.937
0.190 0.036 0.055
-0.302 0.034 0.042
-0.058 0.061 -0.570
-0.426 0.195 0.102
-1.100 0.335 0.047
-0.090 -0.409 -0.194
0.066 0.096 0.047
0.006 -0.086 0.530
-0.868 0.336 -1.469
-0.031 0.148 -0.016
-0.156 -0.337 -0.011
-0.186 0.025 0.250
0.437 -0.358 -0.129
-0.016 0.287 0.260
-0.053 -0.027 -0.026
0.171 0.325 0.387
0.353 -0.008 -0.227
0.477 0.186 0.863
0.228 -0.064 0.274
0.053 -0.125 0.411
0.132 0.036 0.029
0.227 -0.149 -0.355
-0.009 0.138 0.063
-0.179 -0.088 -0.195
0.146 -0.817 -0.207
-0.283 -0.672 -0.694
-0.149 -0.069 -0.378
0.989 -0.187 -0.306
0.813 -0.457 0.720
0.159 -0.158 -0.310
0.075 -0.297 -0.397
-0.036 0.087 0.375
0.324 -0.008 -0.510
0.691 -0.708 1.330
0.304 -1.596 0.238
-0.051 0.118 -0.344
-0.064 -0.020 0.069
-0.040 -0.303 0.158
0.263 -0.113 0.158
0.105 0.337 -0.259
-0.365 0.029 0.216
-0.029 0.007 -0.063
-0.225 0.121 -0.291
-0.552 1.378 0.049
0.008 -0.127 0.174
0.099 0.329 -0.154
-0.674 0.427 0.472
-0.013 0.058 0.036
-0.413 -0.618 -0.725
0.117 -0.305 0.069

***

(2)
A 4-piece molecular cluster, C29H61BrI2NO16P3 overall in a non-equilibrium geometry. Source: the OMol25 dataset; level of theory: ωB97M-V with the def2-TZVPD basis set.

The gap between HOMO and LUMO is 8.92 eV. The net charge is 0. As for the structure (SMILES): C/C(I)=C(\I)[C@@H](CCC(=O)O)O[C@@H](CN)CC(=O)Br.CCOP(=O)(OCC)OCC.CCOP(=O)(OCC)OCC.CCOP(=O)(OCC)OCC. For the HOMO energy, the calculation gives -8.990 eV. The value obtained for the electronic energy is -179428.2241 eV. The lowest unoccupied orbital energy is -0.071 eV. Its molecular weight is 1106.4 g mol⁻¹.

Each line ends with the Mulliken charge.
Atoms and positions in Å:
H (6.702, 6.066, 0.863)  0.378
H (-6.276, -1.752, 8.016)  0.346
I (0.267, 0.326, 1.337)  -0.037
C (2.625, -1.575, -0.226)  -0.650
H (-5.520, 7.468, -1.639)  0.355
I (-0.970, -2.587, -2.544)  0.063
O (8.611, 2.846, -2.213)  -0.787
H (-2.624, -2.584, 0.917)  0.016
C (-5.132, -5.849, 2.364)  -0.877
H (-4.424, -6.617, 2.675)  0.250
H (-5.092, 3.847, -6.547)  0.336
H (7.007, -0.640, -3.785)  0.235
C (1.227, -2.187, -0.042)  1.841
H (-7.119, 0.947, -1.916)  0.368
C (0.132, -5.307, 0.357)  -0.167
O (-0.894, -4.725, 0.215)  -0.303
H (-5.130, 2.075, -0.703)  0.350
O (-3.886, 5.405, -2.602)  -0.296
H (-6.425, -3.118, 6.893)  0.272
H (-3.111, 7.173, -1.979)  0.306
O (8.010, 1.595, -0.317)  -0.318
C (-5.649, 2.487, -1.570)  -0.374
C (3.514, -3.432, -1.746)  0.468
O (-4.675, 3.226, -2.309)  -0.232
C (7.520, 0.303, -3.980)  -0.973
H (-3.368, 5.695, -6.273)  0.258
C (6.605, 1.475, -3.691)  -0.398
H (10.102, 2.680, 2.099)  0.425
O (-4.913, -4.858, 4.591)  -0.314
H (-2.871, -0.605, -0.945)  0.312
C (-2.966, -2.505, 1.950)  -0.789
N (3.613, -2.838, 3.036)  -0.643
C (-1.929, -0.098, -1.171)  -1.714
C (2.460, -3.710, 2.932)  -1.357
O (1.044, -2.771, 1.255)  -0.174
H (3.277, -1.889, 0.590)  0.069
H (-4.055, -2.585, 1.958)  0.488
P (-4.266, -3.396, 4.594)  1.071
C (-0.824, -1.100, -1.058)  0.879
H (-4.584, -5.087, 1.806)  0.116
O (2.630, -3.988, -2.649)  -0.485
C (-3.788, 6.834, -2.762)  -0.261
H (-5.859, -6.296, 1.686)  0.426
H (6.980, 2.390, -4.150)  0.373
H (-4.969, 8.624, -2.859)  0.371
H (2.659, -4.035, 0.788)  0.116
H (5.072, 4.148, 0.818)  0.322
C (1.862, -3.889, 1.525)  0.786
H (-1.236, -3.392, 2.834)  -0.128
C (6.123, 4.018, 0.561)  -0.158
H (-4.787, 6.168, -7.226)  0.402
H (9.952, 2.306, -0.404)  0.282
H (-6.489, -5.995, 4.022)  0.342
C (3.364, -1.946, -1.528)  -0.502
H (-4.631, 6.702, -5.554)  0.171
H (-5.856, 7.174, -3.341)  0.341
H (2.945, -1.446, -2.402)  0.382
C (6.689, 5.330, 0.060)  -1.247
H (-6.232, 4.820, -5.629)  0.316
H (5.614, 1.290, -4.107)  0.368
C (-5.834, -5.252, 3.568)  -0.301
H (7.713, 5.211, -0.308)  0.367
C (0.147, -1.146, -0.163)  -0.960
P (7.359, 2.635, -1.448)  0.990
H (-6.434, 3.142, -1.194)  0.366
H (1.077, -2.973, -0.787)  -0.630
H (4.376, -1.551, -1.412)  0.393
H (1.757, -6.006, 1.557)  0.599
O (-6.537, 4.709, -3.077)  -0.719
P (-5.084, 4.526, -3.147)  0.738
O (-2.768, -3.637, 4.153)  -0.395
O (-4.597, 4.059, -4.595)  -0.248
H (1.658, -3.231, 3.502)  0.348
Br (0.746, -6.502, -1.072)  -0.145
H (2.635, -4.679, 3.401)  0.459
H (6.626, 3.696, 1.474)  0.213
C (9.265, 1.836, 0.302)  -0.293
H (6.085, 5.724, -0.758)  0.359
C (1.028, -5.197, 1.553)  -0.684
H (0.451, -5.276, 2.476)  0.419
C (-2.307, -3.581, 2.784)  0.142
H (-1.979, 0.317, -2.177)  0.497
O (6.168, 2.961, -0.396)  -0.336
H (-5.577, -3.325, 8.418)  0.282
C (9.151, 2.669, 1.565)  -1.007
C (-4.444, 5.869, -6.235)  -0.946
H (2.604, -0.487, -0.188)  0.332
O (6.418, 1.653, -2.279)  -0.181
O (4.333, -4.103, -1.187)  -0.531
H (-2.429, -4.565, 2.328)  0.110
H (-3.299, 7.052, -3.714)  0.277
H (-3.712, -1.990, 7.703)  0.330
H (8.404, 0.330, -3.344)  0.267
O (-5.235, -2.357, 4.231)  -0.737
C (-6.233, 1.360, -2.400)  -0.958
H (3.346, -1.887, 2.820)  0.334
H (-2.703, -1.517, 2.330)  0.390
C (-5.111, 7.564, -2.645)  -1.098
H (-6.455, -4.404, 3.273)  0.311
H (7.833, 0.312, -5.025)  0.357
H (-6.500, 1.706, -3.398)  0.253
C (-5.765, -2.623, 7.604)  -1.013
C (-4.463, -2.214, 6.944)  -0.293
H (-5.504, 0.557, -2.520)  0.218
H (-4.594, -1.313, 6.345)  0.318
H (8.890, 3.705, 1.335)  0.194
C (-5.170, 4.618, -5.782)  -0.285
H (-1.821, 0.725, -0.468)  0.304
H (4.363, -3.128, 2.420)  0.309
H (9.674, 0.855, 0.551)  0.335
H (8.384, 2.263, 2.226)  0.233
H (1.933, -4.458, -2.167)  0.081
O (-3.922, -3.271, 6.152)  -0.388

Cartesian forces, eV/Å:
-0.001 -0.013 0.014
0.005 0.004 -0.011
-0.024 -0.005 0.088
0.497 -0.287 -0.262
-0.024 -0.025 -0.020
-0.037 0.019 -0.101
-1.048 3.359 -0.723
0.108 -0.063 0.033
0.144 0.099 0.010
-0.040 -0.031 0.009
0.061 -0.069 0.081
0.003 0.004 -0.001
0.090 0.217 0.376
-0.001 0.013 0.002
-1.021 0.545 0.447
0.508 -0.413 -0.010
0.099 0.081 -0.029
-0.877 1.183 0.056
-0.019 0.152 -0.091
0.023 -0.145 0.042
-0.241 0.208 0.189
-0.243 -0.296 0.126
-0.221 -0.233 -0.060
0.207 0.229 0.044
-0.061 -0.188 0.142
-0.007 -0.026 -0.042
0.143 -0.182 -0.339
0.011 -0.013 -0.015
0.120 0.074 -0.593
-0.071 0.068 -0.153
-0.084 0.139 0.015
-0.064 -0.241 0.037
-0.055 -0.030 0.104
-0.354 0.478 -0.080
0.448 0.205 -0.259
-0.162 -0.048 0.102
0.040 -0.024 -0.027
-0.521 -0.891 3.389
-0.182 0.187 -0.132
-0.015 -0.001 -0.008
-0.009 0.595 0.171
0.140 0.310 -0.086
-0.023 0.005 0.020
0.116 0.024 0.148
0.085 0.004 0.021
-0.021 0.262 -0.055
-0.034 -0.097 -0.111
-0.245 -0.610 0.586
-0.006 0.023 0.146
-0.054 0.228 0.463
-0.019 -0.025 -0.003
-0.016 -0.014 -0.019
0.068 0.008 0.101
0.442 0.385 -0.175
-0.014 0.001 -0.012
0.029 0.050 0.001
-0.289 -0.239 0.005
0.022 -0.057 -0.227
0.014 -0.040 0.118
-0.045 0.030 0.112
-0.295 -0.172 -0.182
0.013 -0.003 0.085
0.086 -0.295 -0.033
1.309 -6.617 2.533
0.018 0.123 -0.165
-0.187 0.147 -0.085
0.004 -0.021 -0.033
-0.126 -0.092 -0.034
0.086 1.592 0.028
0.712 -3.473 0.231
-0.188 0.845 -1.214
-0.033 0.615 -0.089
-0.018 -0.177 0.108
0.188 0.024 -0.048
0.286 -0.004 -0.108
0.131 -0.081 -0.101
0.217 -0.237 -0.180
0.005 -0.004 -0.002
0.725 -0.306 -0.264
-0.290 0.232 -0.157
0.191 -0.148 -0.294
-0.079 -0.080 -0.036
-0.112 2.638 -1.570
-0.007 -0.007 -0.012
-0.104 0.084 -0.045
0.050 0.054 0.159
-0.157 -0.005 0.095
-0.362 0.787 -0.290
-0.089 0.068 0.172
-0.144 -0.031 0.095
-0.070 -0.135 -0.066
0.049 -0.065 -0.040
0.051 0.155 -0.074
0.615 0.235 -1.432
0.175 -0.113 -0.093
0.116 0.039 -0.029
-0.042 0.010 -0.015
-0.098 -0.078 0.017
0.066 0.069 0.079
-0.007 0.012 -0.001
-0.134 0.102 0.069
0.034 -0.198 0.100
-0.146 0.212 0.207
-0.003 0.006 -0.013
-0.055 -0.099 -0.142
0.027 0.009 0.003
-0.143 0.030 -0.363
0.102 -0.049 0.012
0.032 0.071 0.000
-0.041 -0.022 -0.006
0.038 -0.043 0.023
0.112 -0.397 -0.155
0.217 -0.089 -0.197

***

> Among the records above, which one has the lowest molecular weight?

C29H60N3O2

***

> Which formula does entry 1 have?

C29H60N3O2

***

> What is the lowest unoccupied orbital energy in the second record?

-0.071 eV